7 unconnected molecules or ions with the total composition H16NO6 at a distorted geometry. Source: the OMol25 dataset; level of theory: ωB97M-V/def2-TZVPD.

The geometry in ORCA input format:
```
! RIJCOSX wB97M-V def2-TZVPD def2/J DEFGRID3
* xyz 1 1
N -0.39 -0.16 -0.20
H -1.04 -0.80 0.28
H -0.41 -0.31 -1.15
H 0.45 0.15 0.03
H -0.90 0.56 -0.03
O 1.86 -0.28 2.87
H 2.77 0.06 2.93
H 1.51 0.46 2.40
O -1.18 3.01 -1.46
H -1.72 3.42 -2.03
H -0.31 2.86 -1.98
O -3.17 -0.94 0.23
H -3.49 -0.83 1.12
H -3.72 -1.58 -0.29
O 2.16 -0.80 -1.35
H 2.65 -1.57 -0.93
H 2.96 -0.31 -1.49
O 0.92 2.04 1.34
H 0.63 2.45 2.23
H 1.54 2.68 1.02
O -0.31 -3.09 -0.92
H -1.07 -3.14 -1.46
H 0.27 -3.88 -1.17
*
```

Summary:
- E: -14027.614 eV
- Highest occupied orbital energy: -14.20 eV
- Relative energy (zero: lowest compared OMol25 entry of this formula, charge and spin): 323.9 kJ/mol